a | The following is a DFT calculation (the ωB97M-V functional and the def2-TZVPD basis) of a 2-piece molecular cluster, C3H3ClS overall.

Cartesian coordinates (Å):
C -0.7631 -1.6953 2.3785
C -0.8751 -1.3877 1.2323
C 0.4252 1.1749 -1.3492
S -0.7553 -0.1427 -1.5385
Cl 2.1269 0.6797 -1.6192
H -0.7043 -2.1519 3.3309
H 0.3589 1.5848 -0.3406
H 0.1869 1.9382 -2.0943

Calculated values
**Net charge**: 0
**Lowest unoccupied orbital energy (alpha / beta)**: -3.85 / -3.85 eV
**Highest occupied orbital energy (alpha / beta)**: -10.3156 / -10.3307 eV

Atomic partial charges in e from the Löwdin method, atoms 1 to 5:
1 C -0.127
2 C -0.073
3 C -1.036
4 S 0.706
5 Cl 0.471

***

b | The following is a DFT calculation (the ωB97M-V functional and the def2-TZVPD basis) of C3H3ClS as an isolated structure.

Cartesian coordinates (Å):
C 1.1135 -0.2346 -0.2238
C 1.1257 -0.0229 1.0851
C -1.2624 -0.2335 0.1086
S 1.4163 1.4477 0.0923
Cl -1.2811 1.3915 -0.3182
H 1.2045 -0.9910 -1.1041
H -0.9245 -0.4794 1.0318
H -1.3921 -0.8777 -0.6718

Calculated values
**Net charge**: 0
**Lowest unoccupied orbital energy (alpha / beta)**: -0.78 / -0.42 eV
**Highest occupied orbital energy (alpha / beta)**: -8.4368 / -8.3737 eV

Atomic partial charges in e from the Löwdin method, atoms 1 to 5:
1 C -0.618
2 C -0.355
3 C -0.446
4 S 0.726
5 Cl 0.608

***

Which of them is least stable? Easy: a.

***

a | The following is a DFT calculation (the ωB97M-V functional and the def2-TZVPD basis) of a 2-piece molecular cluster, C4H12NO2 overall.

Cartesian coordinates (Å):
C 0.0789 -2.0482 0.1522
O -0.1308 -2.2286 1.4640
C 0.0473 -0.5565 -0.2486
C 0.8465 -0.1369 -1.4912
C 0.2126 1.0870 -2.1785
N 0.2040 0.3629 0.9253
H -0.6785 -2.5106 -0.5305
H 1.0482 -2.4328 -0.2961
H -0.9888 -0.3127 -0.5648
H 0.7163 -0.9671 -2.1913
H 1.9159 -0.0598 -1.2888
H -0.8511 0.8806 -2.3014
H 0.2081 1.9361 -1.4871
H 0.7108 1.3866 -3.1011
H 1.1946 0.4375 1.1182
H -0.2487 -0.3080 1.5896
H -0.6417 3.1502 1.9088
H -0.7929 1.8325 1.0983
O -1.2151 2.7339 1.2397

Calculated values
**Net charge**: -1
**Lowest unoccupied orbital energy**: 3.96 eV
**Highest occupied orbital energy**: -2.8921 eV

Atomic partial charges in e from the Löwdin method, atoms 1 to 5:
1 C -0.512
2 O -0.341
3 C -0.411
4 C -0.242
5 C -0.123

***

b | The following is a DFT calculation (the ωB97M-V functional and the def2-TZVPD basis) of a 2-piece molecular cluster, C4H12NO2 overall.

Cartesian coordinates (Å):
C 0.2042 1.2103 0.1497
N -0.8923 0.4186 0.7027
C -2.1111 0.5474 -0.0903
O -2.0589 -0.1122 -1.3177
C 1.5639 0.7157 0.5953
C 1.8930 -0.6839 0.1481
H 0.1009 1.2847 -0.9325
H 0.0774 2.2018 0.5510
H -0.6612 -0.5720 0.6287
H -2.9303 0.1642 0.5283
H -2.2982 1.6077 -0.2964
H 1.5974 0.8050 1.6697
H 2.3217 1.3977 0.2293
H 1.9597 -0.7167 -0.9471
H 2.8150 -1.0754 0.5353
H 1.0961 -1.3837 0.4056
H -0.2744 -2.6419 -1.0083
H -1.5090 -0.9660 -1.1366
O -0.8939 -2.2013 -0.4147

Calculated values
**Net charge**: -1
**Lowest unoccupied orbital energy**: 4.10 eV
**Highest occupied orbital energy**: -3.7920 eV

Atomic partial charges in e from the Löwdin method, atoms 1 to 5:
1 C -0.275
2 N -0.061
3 C -0.366
4 O -0.150
5 C -0.270

***

c | The following is a DFT calculation (the ωB97M-V functional and the def2-TZVPD basis) of a 2-piece molecular cluster, C4H12NO2 overall.

Cartesian coordinates (Å):
N 2.1750 -0.4606 -2.4975
C 0.8636 -1.1020 -2.1147
O 0.5792 -0.8439 -0.8003
H 2.5371 -0.2745 -1.5644
H 2.8268 -1.0227 -2.9677
H 0.1506 -0.5936 -2.7710
H 0.8695 -2.1436 -2.3950
C -1.8291 -0.1268 0.6299
C -0.8120 0.9502 0.9949
C 0.3031 0.3250 1.8445
O -1.5911 1.8304 1.8642
H -2.6852 0.2837 0.1133
H -2.1455 -0.7735 1.4512
H -1.3314 -0.7937 -0.0968
H -0.3854 1.3946 0.0925
H 0.7552 -0.5329 1.3297
H -0.1117 0.0501 2.8312
H 1.0489 1.1240 2.0085
H -1.2176 2.7099 2.0473

Calculated values
**Net charge**: -1
**Lowest unoccupied orbital energy**: 3.72 eV
**Highest occupied orbital energy**: -2.8177 eV

Atomic partial charges in e from the Löwdin method, atoms 1 to 5:
1 N -0.042
2 C -0.545
3 O -0.348
4 H 0.028
5 H -0.015

***

d | The following is a DFT calculation (the ωB97M-V functional and the def2-TZVPD basis) of a 2-piece molecular cluster, C4H12NO2 overall.

Cartesian coordinates (Å):
C -0.6897 -1.2265 -0.5964
C -0.7362 -0.2407 0.5635
C -1.9556 0.6905 0.3299
N 0.5416 0.4688 0.6005
C 1.0413 1.1735 -0.6519
O 0.1743 1.9142 -1.3275
H -0.6704 -0.6417 -1.5124
H -1.5861 -1.8488 -0.5959
H 0.1442 -1.9226 -0.5157
H -0.8578 -0.7418 1.5183
H -1.5807 1.5327 -0.2236
H -2.3830 0.9949 1.2999
H -2.7728 0.1640 -0.1613
H 0.5283 1.1835 1.3255
H 1.5050 0.3553 -1.2562
H 1.9026 1.7366 -0.2407
H 2.9797 -1.2310 -0.1192
H 1.8227 -0.8703 0.8370
O 2.5928 -1.4906 0.7260

Calculated values
**Net charge**: -1
**Lowest unoccupied orbital energy**: 4.17 eV
**Highest occupied orbital energy**: -2.8760 eV

Atomic partial charges in e from the Löwdin method, atoms 1 to 5:
1 C -0.091
2 C -0.452
3 C -0.083
4 N -0.086
5 C -0.552

***

Which of them is least stable? Easy: c.

***

a | The following is a DFT calculation (the ωB97M-V functional and the def2-TZVPD basis) of C50H59Br2CsN9O4 as an isolated structure.

Cartesian coordinates (Å):
Cs 0.5042 0.4953 0.9339
C -3.6044 -0.9478 1.9728
C -2.5045 -1.3453 0.9902
C -2.8763 -2.5488 0.1762
C -2.2530 -3.7765 0.3997
C -2.6243 -4.8730 -0.3563
C -3.6111 -4.7137 -1.3174
C -4.1785 -3.4577 -1.4656
N -3.8343 -2.3970 -0.7412
N -3.2502 0.2921 2.6465
C -2.4467 0.0732 3.8278
C -1.7328 1.3194 4.2939
C -1.8206 1.7576 5.6086
C -1.1000 2.8804 5.9890
C -0.3200 3.5231 5.0452
C -0.2955 3.0118 3.7540
N -0.9879 1.9420 3.3821
C -4.3312 1.2148 2.8527
C -4.9051 1.7993 1.5783
C -5.9154 2.7569 1.6739
C -6.4091 3.3259 0.5167
C -5.8955 2.9091 -0.7041
C -4.9077 1.9394 -0.7004
N -4.4137 1.4002 0.4140
H -3.7868 -1.7572 2.7007
H -4.5261 -0.8069 1.4107
H -1.5867 -1.5717 1.5397
H -2.3409 -0.4733 0.3458
H -1.4671 -3.8492 1.1411
H -2.1428 -5.8313 -0.2059
H -3.9326 -5.5363 -1.9422
H -4.9523 -3.2939 -2.2092
H -1.6778 -0.6633 3.5806
H -3.0346 -0.3438 4.6678
H -2.4416 1.2206 6.3149
H -1.1442 3.2428 7.0088
H 0.2732 4.3919 5.2951
H 0.3195 3.4714 2.9889
H -3.9468 2.0536 3.4419
H -5.1624 0.7847 3.4468
H -6.2897 3.0516 2.6473
H -7.1810 4.0843 0.5633
H -6.2500 3.3243 -1.6380
H -4.4765 1.5787 -1.6275
Br -2.6069 4.6802 1.0865
C -1.3858 5.0090 -0.3688
Br 0.4013 4.3977 -0.0309
H -1.3491 6.0793 -0.5238
H -1.7407 4.4754 -1.2378
C -0.3773 -1.6320 -5.8315
O 0.8438 -1.8167 -5.1282
C 1.9927 -1.4622 -5.7529
C 2.1396 -1.4255 -7.1336
C 3.3673 -1.1140 -7.7029
C 4.4534 -0.8221 -6.8952
C 4.2926 -0.8059 -5.5164
C 3.0737 -1.1103 -4.9233
N 2.9345 -1.1023 -3.5239
C 2.0493 -0.2873 -2.7920
N 1.3158 0.5559 -3.5550
C 0.1153 1.2905 -3.2919
C -0.4924 1.3851 -2.0387
C -1.6677 2.1590 -2.0581
C -2.2171 2.7629 -3.1875
C -1.5703 2.6283 -4.4114
C -0.4031 1.8905 -4.4496
O 0.2502 1.7004 -5.6778
C 1.1885 2.7284 -5.9573
N 1.9989 -0.3565 -1.5146
C 2.7983 -1.2768 -0.8143
C 3.9756 -0.7950 -0.2273
C 4.7827 -1.5731 0.5810
C 4.4146 -2.8884 0.8301
C 3.2526 -3.3888 0.2729
C 2.4328 -2.6092 -0.5426
O 1.3242 -3.2727 -0.9873
C 0.2968 -2.6322 -1.7425
H -1.1663 -1.7541 -5.0934
H -0.5004 -2.3789 -6.6209
H -0.4276 -0.6248 -6.2508
H 1.2932 -1.6592 -7.7639
H 3.4660 -1.1028 -8.7808
H 5.4147 -0.5801 -7.3284
H 5.1204 -0.5321 -4.8727
H 3.7393 -1.4006 -2.9942
H 1.5344 0.5302 -4.5361
H -2.2164 2.2710 -1.1216
H -3.1478 3.3254 -3.1318
H -1.9584 3.0616 -5.3261
H 1.7032 2.4528 -6.8777
H 1.9167 2.8255 -5.1458
H 0.6823 3.6886 -6.0910
H 4.2191 0.2469 -0.4009
H 5.6635 -1.1403 1.0363
H 5.0147 -3.5166 1.4768
H 2.9314 -4.4046 0.4674
H -0.5077 -3.3638 -1.7939
H 0.6355 -2.3940 -2.7499
H -0.0646 -1.7230 -1.2653
C 4.9421 -0.9624 4.1916
C 4.2437 0.2620 3.6857
C 4.7830 1.5212 3.4142
C 3.6945 2.2518 2.9290
N 2.5990 1.4905 2.9210
N 2.9363 0.2564 3.3909
C 3.6477 3.6649 2.4336
H 5.7165 -0.7074 4.9187
H 5.4228 -1.5186 3.3819
H 4.2364 -1.6393 4.6707
H 5.8034 1.8486 3.5510
H 1.6049 -1.0011 3.3357
H 4.5475 4.2123 2.7203
H 2.7859 4.1992 2.8412
H 3.5719 3.7112 1.3431
C 1.6226 -2.6848 5.2239
C 0.4329 -2.1871 4.4202
C -0.5344 -3.3125 4.0945
O 0.8317 -1.6119 3.1960
H 1.2919 -3.1682 6.1467
H 2.2764 -1.8535 5.4850
H 2.1973 -3.4048 4.6360
H -0.0962 -1.4371 5.0319
H -0.0299 -4.0603 3.4774
H -1.3885 -2.9310 3.5308
H -0.9079 -3.7950 4.9994

Calculated values
**Net charge**: -1
**Lowest unoccupied orbital energy**: 2.00 eV
**Highest occupied orbital energy**: -3.7651 eV

Atomic partial charges in e from the Löwdin method, atoms 1 to 5:
1 Cs 0.921
2 C -0.182
3 C -0.162
4 C -0.280
5 C -0.025

***

b | The following is a DFT calculation (the ωB97M-V functional and the def2-TZVPD basis) of C50H59Br2CsN9O4 as an isolated structure.

Cartesian coordinates (Å):
Cs -0.8538 -1.0208 0.3811
C -4.2398 -0.9875 2.3380
C -3.9888 -2.4459 2.7211
C -3.6064 -3.4517 1.6438
C -3.8274 -4.7951 1.9097
C -3.6875 -5.6885 0.8192
C -3.1043 -5.2808 -0.3321
C -2.4503 -3.9446 -0.3392
N -3.1197 -2.9821 0.4982
N -3.1064 -0.0364 2.3309
C -3.6653 1.2597 1.9615
C -2.7141 2.3751 1.5921
C -2.9030 3.6495 2.1174
C -2.0722 4.6786 1.7057
C -1.0772 4.4039 0.7838
C -0.9652 3.1029 0.3122
N -1.7655 2.1133 0.6951
C -2.4282 -0.0004 3.6245
C -1.1883 0.8698 3.6703
C -1.0719 1.9226 4.5670
C 0.0862 2.6886 4.5427
C 1.0755 2.3806 3.6276
C 0.8849 1.2973 2.7747
N -0.2160 0.5544 2.8162
H -5.0021 -0.5892 3.0342
H -4.6827 -0.9527 1.3409
H -4.9046 -2.8055 3.1976
H -3.2315 -2.5113 3.5065
H -4.2746 -5.1051 2.8457
H -4.1075 -6.6888 0.8908
H -3.0711 -5.9119 -1.2121
H -2.3817 -3.5356 -1.3569
H -4.3341 1.6309 2.7611
H -4.2969 1.0903 1.0837
H -3.6848 3.8201 2.8470
H -2.2030 5.6791 2.1011
H -0.3969 5.1626 0.4201
H -0.2029 2.8494 -0.4176
H -2.1004 -1.0122 3.8617
H -3.1254 0.3171 4.4233
H -1.8825 2.1455 5.2499
H 0.2037 3.5219 5.2260
H 1.9850 2.9633 3.5500
H 1.6178 1.0022 2.0282
Br -2.1275 1.5947 -2.6854
C -1.2391 0.3126 -3.8036
Br -0.9834 -1.3891 -2.9422
H -0.2622 0.7030 -4.0567
H -1.8478 0.1497 -4.6822
C 5.7597 5.3591 -2.7542
O 5.6382 4.1350 -2.0654
C 5.4260 3.0112 -2.8210
C 5.5206 2.9612 -4.1989
C 5.2409 1.7711 -4.8691
C 4.8605 0.6527 -4.1526
C 4.7599 0.7044 -2.7661
C 5.0490 1.8767 -2.0843
N 4.9574 1.9883 -0.6874
C 3.8815 1.2262 -0.0922
N 4.3414 0.1197 0.5187
C 3.6285 -0.9838 1.1014
C 2.2621 -1.1721 0.9348
C 1.7773 -2.3149 1.5949
C 2.5478 -3.1973 2.3324
C 3.9204 -2.9719 2.4499
C 4.4559 -1.8563 1.8282
O 5.8040 -1.5270 1.8755
C 6.6571 -2.4127 2.5569
N 2.6592 1.6098 -0.1603
C 2.3493 2.7328 -0.9315
C 1.7359 2.5866 -2.1722
C 1.3022 3.6836 -2.9048
C 1.4726 4.9593 -2.3957
C 2.0900 5.1392 -1.1603
C 2.5285 4.0387 -0.4389
O 3.1664 4.1217 0.7722
C 3.2379 5.3943 1.3742
H 5.8405 6.1311 -1.9923
H 4.8789 5.5500 -3.3744
H 6.6558 5.3809 -3.3813
H 5.7956 3.8437 -4.7597
H 5.3147 1.7369 -5.9484
H 4.6262 -0.2722 -4.6644
H 4.4355 -0.1666 -2.2081
H 4.8887 2.9600 -0.4113
H 5.3444 0.0891 0.5897
H 0.7073 -2.5217 1.5252
H 2.1010 -4.0591 2.8202
H 4.5437 -3.6533 3.0119
H 6.6288 -3.4138 2.1156
H 6.3947 -2.4896 3.6169
H 7.6623 -2.0050 2.4661
H 1.6024 1.5734 -2.5355
H 0.8213 3.5355 -3.8639
H 1.1266 5.8243 -2.9477
H 2.2258 6.1406 -0.7722
H 3.7163 5.2485 2.3398
H 2.2401 5.8188 1.5215
H 3.8381 6.0927 0.7811
C -6.4590 -3.6551 -0.6309
C -6.0804 -2.5002 -1.4960
C -6.7203 -1.8684 -2.5468
C -5.8435 -0.8363 -2.9399
N -4.7535 -0.8295 -2.1853
N -4.9197 -1.8485 -1.3219
C -6.0009 0.1595 -4.0444
H -7.4487 -4.0218 -0.9029
H -6.4745 -3.3715 0.4239
H -5.7370 -4.4683 -0.7203
H -7.6799 -2.1245 -2.9675
H -4.1954 -2.0749 -0.6128
H -7.0284 0.1824 -4.4097
H -5.3526 -0.0804 -4.8908
H -5.7377 1.1612 -3.7023
C -0.0820 -5.1268 -1.7653
C -0.1031 -4.9199 -0.2545
C -0.2074 -6.2341 0.5125
O -1.0529 -3.9471 0.1631
H 0.7745 -5.7463 -2.0428
H 0.0238 -4.1703 -2.2824
H -0.9839 -5.6229 -2.1283
H 0.8516 -4.4613 0.0192
H -1.0117 -6.8690 0.1447
H -0.3930 -6.0284 1.5675
H 0.7373 -6.7811 0.4285

Calculated values
**Net charge**: -1
**Lowest unoccupied orbital energy**: 1.85 eV
**Highest occupied orbital energy**: -3.5617 eV

Atomic partial charges in e from the Löwdin method, atoms 1 to 5:
1 Cs 1.032
2 C -0.192
3 C -0.113
4 C -0.349
5 C -0.098

***

Which of them is least stable? Easy: b.

***

a | The following is a DFT calculation (the ωB97M-V functional and the def2-TZVPD basis) of one molecule with the formula CH5N3S2.

Cartesian coordinates (Å):
C -1.0592 -0.9581 0.5218
N -0.1014 1.3809 -0.4609
N -0.0078 -0.4082 -1.7450
N 0.4912 0.6918 -1.3005
S 0.5540 0.1140 2.5365
S -0.8433 0.6259 0.9147
H -1.6240 -1.1991 -0.3520
H -0.3463 -1.6235 1.0287
H 0.7098 -0.9162 -2.3387
H 1.4862 0.8658 -1.6399
H 0.7407 1.4268 2.8353

Calculated values
**Net charge**: 0
**Lowest unoccupied orbital energy (alpha / beta)**: -0.38 / -0.38 eV
**Highest occupied orbital energy (alpha / beta)**: -7.5686 / -7.5693 eV

Atomic partial charges in e from the Löwdin method, atoms 1 to 5:
1 C -0.462
2 N -0.316
3 N 0.058
4 N -0.316
5 S 0.360

***

b | The following is a DFT calculation (the ωB97M-V functional and the def2-TZVPD basis) of one molecule with the formula CH5N3S2.

Cartesian coordinates (Å):
C -0.3390 -0.4916 -0.5206
H 0.8565 -1.5152 2.1515
H 0.4267 -2.2691 -0.5269
H -1.9218 -0.1447 -1.4856
H 0.7741 0.9513 0.2913
H -1.9847 2.1369 0.5717
N 0.6930 -1.3583 -0.1744
N -1.2838 -0.9021 -1.2276
N -0.1535 0.8316 0.0150
S 1.6928 -1.2570 1.1820
S -1.1245 2.1190 -0.4426

Calculated values
**SMILES**: N=C(NS)NS
**Net charge**: 0
**Lowest unoccupied orbital energy**: 0.65 eV
**Highest occupied orbital energy**: -9.5063 eV

Atomic partial charges in e from the Löwdin method, atoms 1 to 5:
1 C -0.650
2 H -0.164
3 H 0.085
4 H 0.014
5 H 0.003

***

Which of them is least stable? Easy: a.